(1)
Below is C22H43N2OP3Ti as an isolated structure in a non-equilibrium geometry, with properties calculated with ωB97M-V/def2-TZVPD.

Output
E_LUMO (spin up / spin down) = -12.45 / -11.05 eV
Charge = +3
Energy above the lowest of the compared OMol25 structures with the same formula, charge and spin = 137.6 kJ/mol
Frontier orbital gap (spin up / spin down) = 2.319 / 4.864 eV
Multiplicity = 2

Last column: Löwdin spin population.
Geometry (Å):
Ti 0.46067 0.62317 0.44856  0.98
P -0.03425 0.55874 -1.97345  0.02
P -0.33858 3.04930 0.46504  0.01
P 1.41293 -1.64112 0.75864  0.00
H -2.16483 0.91381 1.24727  0.01
C -1.39743 0.19138 1.54489  0.05
C -0.46495 0.51276 2.58328  0.13
H -0.49623 1.49906 3.06217  0.01
C -1.83922 0.24429 -2.00634  0.00
C 0.02229 1.95503 -3.17818  0.01
C 0.70132 -0.78165 -2.99854  0.00
C -0.47048 3.94641 2.04928  0.01
C 0.73012 4.27421 -0.37880  0.00
C -1.99159 3.42146 -0.23323  0.00
C 1.81329 -2.15867 2.44985  0.00
C 2.99989 -1.97882 -0.06317  0.00
C 0.31371 -2.96615 0.20391  0.00
H -1.66581 -0.85528 1.36157  0.00
H -0.13847 -0.27280 3.27921  0.01
H -2.14371 0.14845 -3.05895  0.00
H -2.39935 1.07491 -1.55628  0.00
H -2.09256 -0.66614 -1.44985  0.00
H -0.05049 1.53571 -4.19375  0.00
H 0.95259 2.53373 -3.11515  0.00
H -0.81999 2.64426 -3.03023  0.00
H 0.50344 -0.57756 -4.06260  0.00
H 0.28154 -1.76535 -2.74613  0.00
H 1.79385 -0.84268 -2.87076  0.00
H -0.97313 4.90321 1.85425  0.00
H 0.52139 4.14965 2.46836  0.00
H -1.05561 3.39331 2.78730  0.00
H 0.16943 5.21514 -0.46986  0.00
H 1.04627 3.94215 -1.37301  0.00
H 1.62315 4.46021 0.23048  0.00
H -2.29757 4.42051 0.10757  0.00
H -2.72831 2.69570 0.12882  0.00
H -1.99343 3.40806 -1.32916  0.00
H 2.16071 -3.19845 2.41425  0.00
H 0.94093 -2.09194 3.10404  0.00
H 2.60711 -1.53000 2.86642  0.00
H 3.31871 -2.99852 0.19600  0.00
H 3.75708 -1.27177 0.29765  0.00
H 2.92258 -1.88590 -1.15260  0.00
H 0.57962 -3.92829 0.65835  0.00
H 0.33015 -3.06877 -0.88679  0.00
H -0.71619 -2.72536 0.48600  0.00
C -3.09394 -3.72817 -0.94938  -0.05
C -4.27369 -3.79413 -1.71816  -0.03
C -5.35778 -4.50977 -1.20145  -0.01
C -5.26101 -5.16205 0.04022  -0.08
C -4.05390 -5.13639 0.75882  -0.01
C -2.93425 -4.47571 0.23145  -0.03
O -2.09017 -2.85282 -1.30259  -0.05
H -2.28029 -2.39719 -2.15025  0.00
H -4.32312 -3.27530 -2.68101  0.00
H -6.28843 -4.54932 -1.77264  0.00
H -6.11939 -5.70963 0.44208  0.00
H -3.96912 -5.63097 1.72982  0.00
H -1.95757 -4.50755 0.72863  0.00
N 3.19414 1.88686 -1.23693  0.00
C 3.39821 1.99779 0.10812  0.00
C 4.52576 2.68725 0.58968  0.00
C 4.79975 2.68849 1.94599  0.00
C 3.86965 2.08400 2.79258  0.00
C 2.72837 1.49197 2.28056  0.01
N 2.45899 1.46202 0.94185  0.00
H 2.58679 1.17651 -1.64418  0.00
H 3.84281 2.34055 -1.86466  0.00
H 5.17132 3.17750 -0.13263  0.00
H 5.70283 3.15061 2.33737  0.00
H 4.03152 2.06861 3.86516  0.00
H 2.00191 1.00746 2.93524  0.00

Forces on the atoms, in the same order (eV/Å):
2.2729 1.1040 -0.3719
-0.8244 0.4144 -2.0591
-0.2309 1.7870 -0.2276
0.8633 -1.6662 0.1534
0.5309 0.0557 -0.2067
0.5409 0.1566 3.2055
-3.6497 -0.5741 -0.0412
0.2625 -0.2317 -0.5875
-0.1558 -0.2340 0.2295
0.3042 0.3316 0.0741
0.2163 -0.2930 0.0839
-0.0034 -0.2505 0.4450
0.1841 -0.1287 -0.3092
-0.1564 -0.1704 -0.0670
0.0090 0.2446 0.4094
0.2153 0.2405 -0.2000
-0.3678 -0.0688 -0.1010
0.3463 0.1475 -0.0889
0.4958 0.0928 -0.8298
0.0256 -0.0309 0.2579
0.2534 -0.1512 -0.1976
0.0315 0.2645 -0.0985
-0.0419 0.1207 0.3835
-0.1969 -0.1860 -0.0430
0.2603 -0.2267 0.0532
-0.0114 -0.0623 0.4057
0.0992 0.2780 0.0225
-0.3384 0.0648 -0.0522
0.1773 -0.2390 0.0623
-0.1520 -0.1044 -0.0688
-0.0529 0.2165 -0.0204
0.1509 -0.2431 0.0203
-0.0819 0.1389 0.2065
-0.1723 -0.0780 -0.1336
0.0828 -0.2825 -0.1670
-0.0115 0.2144 -0.0848
0.0173 0.0000 0.2552
-0.0683 0.2228 0.0402
0.1032 -0.1683 -0.0395
-0.0743 -0.1204 -0.0372
-0.0992 0.2562 -0.1300
-0.0989 -0.1618 -0.0727
0.0383 -0.0947 0.2299
0.1374 0.2281 -0.0696
0.0148 0.0167 0.3061
0.2970 -0.1435 -0.0539
-0.6231 -0.0908 -0.2274
-0.0650 -0.2413 0.6957
0.2804 0.1230 -0.2742
0.1095 0.0773 0.0642
0.4769 0.1361 -0.3903
-0.4537 0.1846 0.1129
0.0433 0.1765 -0.7227
-0.2521 -0.8740 0.5433
-0.1148 -0.1574 0.3567
0.3252 -0.0447 0.2283
0.3447 0.2782 -0.1854
-0.0628 0.0303 -0.4465
-0.5723 0.0570 -0.1074
-0.3809 -0.0766 -0.2093
-0.5569 -0.0788 -0.0417
0.0969 -0.1073 0.2759
-0.3846 0.1427 -0.8691
-0.7447 -0.6267 0.6448
0.7754 0.4425 0.0466
0.0893 -0.2408 -0.2283
0.5411 0.4302 0.3818
-0.0346 -0.1981 0.0489
0.0627 -0.1694 0.1405
-0.1999 -0.0356 -0.0760
-0.0358 -0.0319 -0.1281
0.1934 0.2093 -0.1189

(2)
Below is a 2-piece molecular cluster, BrClHOP overall in a non-equilibrium geometry, with properties calculated with ωB97M-V/def2-TZVPD.

Output
E_LUMO = -1.17 eV
Charge = 0
Energy above the lowest of the compared OMol25 structures with the same formula, charge and spin = 104.4 kJ/mol
Frontier orbital gap = 9.509 eV
SMILES = O=PBr.Cl

Last column: Mulliken charge in e.
Geometry (Å):
O -1.05720 -1.07948 -0.42230  -0.31
P -1.78022 -0.39529 0.58501  0.47
Br -1.75844 1.76369 0.06382  -0.16
Cl 2.63422 -0.14498 0.37107  -0.22
H 1.96164 -0.14395 -0.59760  0.21

Forces on the atoms, in the same order (eV/Å):
1.7678 -1.8536 -2.3637
-1.6424 1.4952 2.3229
-0.0640 0.3693 0.0391
2.4066 0.0115 3.5066
-2.4682 -0.0224 -3.5048